ORCA calculation (ωB97M-V/def2-TZVPD) on a molecular structure, C11H13Cl2IrN5O6.

Structure (ORCA input):
```
! wB97M-V def2-TZVPD RIJCOSX def2/J DEFGRID3
* xyz 1 1
Ir 0.09251 -0.05046 -0.24295
C 4.27075 0.01323 0.48938
C 2.80756 -0.09270 0.78234
O 2.08428 -0.25181 -0.22259
C 2.30785 -0.06397 2.14276
C 3.26391 -0.05802 3.18824
C 2.91076 -0.11508 4.50806
C 1.55396 -0.17720 4.84064
C 0.59298 -0.17735 3.86152
C 0.94029 -0.11861 2.50188
O -0.11307 -0.11780 1.68397
H 4.40615 0.09655 -0.58438
H 4.79749 -0.87154 0.84904
H 4.69530 0.88555 0.98415
H 4.31116 -0.02142 2.93172
H 3.66665 -0.11851 5.27940
H 1.25332 -0.22916 5.87876
H -0.45831 -0.23420 4.10727
N -1.96952 0.10470 -0.25613
N -2.34868 1.44410 -0.03091
C -1.41539 2.40455 0.15918
N -1.85561 3.62061 0.43553
N -0.13612 2.00566 0.03076
N 0.90797 2.91140 0.25662
O 0.66179 4.07578 0.50911
O 2.00722 2.43848 0.16917
H -2.39492 -0.24199 -1.11384
H -2.25854 -0.53369 0.49761
H -3.33126 1.65354 0.04704
H -2.84134 3.80925 0.50192
H -1.17824 4.35618 0.57874
Cl 0.95363 -4.84782 -0.96015
C 0.28869 -4.12990 0.49801
Cl 1.55817 -3.70848 1.67429
C -0.45700 -2.82624 0.22214
O -1.51660 -2.62245 0.79007
O 0.16757 -2.02642 -0.58633
H -0.37424 -4.84358 0.97245
*
```

Results
* lowest unoccupied orbital energy: -4.33 eV
* E_tot: -2176.5981 Ha
* orbital gap: 0.2671 hartree
* energy above the lowest of the compared OMol25 structures with the same formula, charge and spin: 0.000 eV